# 1
The following is a quantum chemistry calculation of a 2-piece molecular cluster, C4H14N2O overall, from the Open Molecules 2025 dataset.

```
21
Properties=species:S:1:pos:R:3:nbo_charge:R:1
N 0.480 -1.543 0.658 -0.85
C 1.854 -1.180 0.370 -0.21
C 2.033 0.330 0.187 -0.41
C 1.489 1.101 1.420 -0.42
C -0.013 1.461 1.350 -0.21
N -0.618 1.699 0.005 -0.84
H 0.191 -1.247 1.577 0.35
H 0.278 -2.536 0.655 0.37
H 2.555 -1.500 1.157 0.16
H 2.141 -1.701 -0.544 0.19
H 3.041 0.598 -0.124 0.21
H 1.446 0.667 -0.678 0.20
H 1.541 0.458 2.300 0.20
H 2.053 2.030 1.473 0.22
H -0.135 2.407 1.870 0.19
H -0.611 0.682 1.814 0.16
H -1.620 1.640 0.131 0.35
H -0.454 0.856 -0.545 0.35
O -4.203 -1.450 -3.252 -0.93
H -4.137 -0.482 -3.205 0.46
H -3.890 -1.586 -4.170 0.46
```

The energy relative to the best compared isomer or geometry (same formula, charge and spin) comes out at 141.4 kJ/mol. The SMILES is NCCCCN.O. As for the highest occupied orbital energy: -9.22 eV.


# 2
The following is a quantum chemistry calculation of a 2-piece molecular cluster, C4H14N2O overall, from the Open Molecules 2025 dataset.

```
21
Properties=species:S:1:pos:R:3:nbo_charge:R:1
C -0.147 -1.804 2.174 -0.42
N -0.058 -1.148 0.890 -0.62
C 0.453 0.256 0.971 -0.22
C 1.474 0.506 -0.155 -0.42
C 1.021 0.313 -1.593 -0.22
N -0.009 1.281 -1.977 -0.86
H 0.766 -1.905 2.774 0.16
H -0.891 -1.294 2.794 0.19
H -0.602 -2.784 2.030 0.20
H 0.605 -1.658 0.306 0.34
H 1.068 0.260 1.878 0.17
H -0.374 0.957 1.024 0.19
H 2.364 -0.080 0.071 0.21
H 1.795 1.546 0.009 0.20
H 0.686 -0.718 -1.722 0.18
H 1.919 0.485 -2.204 0.17
H 0.031 2.049 -1.319 0.36
H 0.070 1.588 -2.936 0.37
O -3.767 0.635 -1.028 -0.95
H -3.103 0.561 -1.732 0.48
H -3.298 0.954 -0.252 0.47
```

The energy relative to the best compared isomer or geometry (same formula, charge and spin) comes out at 149.8 kJ/mol. The SMILES is CNCCCN.O. As for the highest occupied orbital energy: -8.93 eV.